[1]
The following is a quantum chemistry calculation of an isolated molecule of C2H9N3O, from the Open Molecules 2025 dataset.

Calculated values
**Relative energy (zero: lowest compared OMol25 entry of this formula, charge and spin)**: 516.17 kJ/mol
**Kohn-Sham gap**: 9.6 eV
**Structure (SMILES)**: CN(CN)ON

Structure (ORCA input):
```
! RIJCOSX wB97M-V def2-TZVPD def2/J DEFGRID3
* xyz 0 1
O 0.8873 -0.3759 -0.8039
N 2.1215 -0.5874 -0.1200
N -1.5179 -1.3073 0.9234
N -0.0577 0.2070 0.1028
C -1.4294 -0.4303 -0.1989
C 0.0332 1.6600 0.0215
H -1.4032 -0.9380 -1.1687
H 2.8370 -0.2406 -0.7532
H 1.0625 1.9565 0.2148
H -0.6466 -0.6415 1.4289
H 2.2333 -1.5971 -0.0566
H -1.0808 -2.1988 0.7055
H -0.6231 2.0752 0.7840
H -0.2604 2.0330 -0.9650
H -2.1558 0.3851 -0.1145
*
```

These are the natural (NBO) partial charges, in e, on atoms 1 to 6: atom 1 (O): -0.3041, atom 2 (N): -0.5202, atom 3 (N): -0.8707, atom 4 (N): -0.1923, atom 5 (C): -0.0735, atom 6 (C): -0.4404

=====

[2]
The following is a quantum chemistry calculation of C4H12AlClO9PS3 as an isolated structure, from the Open Molecules 2025 dataset.

Calculated values
**Kohn-Sham gap**: 6.7 eV

Structure (ORCA input):
```
! RIJCOSX wB97M-V def2-TZVPD def2/J DEFGRID3
* xyz -1 1
Cl -3.6172 -0.3152 -2.0338
S 2.3157 4.8922 -1.7295
S -1.0914 -5.4876 1.3518
S 1.2315 -0.0672 -0.4031
P -1.6154 0.2084 -2.4880
Al -0.5826 -1.4007 -0.9564
O 1.0521 4.9821 -2.6862
O 2.9325 3.6200 -1.8136
O -1.0729 -4.9830 0.0308
O -1.5519 1.6340 -1.5707
O 0.4034 -5.7010 1.8842
O -1.4498 -4.2787 2.3250
O 3.0912 6.0721 -1.9176
O 1.5096 4.9690 -0.3567
O -1.8384 -6.6459 1.7012
C -0.1740 4.8161 -1.9415
C -0.3969 -4.0211 3.2592
C 0.8494 -4.4968 2.5309
C 0.1659 5.4197 -0.5914
H -0.8032 1.5798 -0.9625
H 1.6640 -4.7702 3.1957
H 1.1840 -3.7776 1.7821
H -0.4315 3.7602 -1.8670
H -1.5066 -1.6509 0.3360
H -0.9498 5.3553 -2.4774
H -0.5717 -4.5942 4.1715
H -0.4018 -2.9543 3.4666
H -0.1609 -2.7016 -1.7837
H 2.1167 -1.0149 -0.0638
H -0.4518 5.0409 0.2178
H 0.1517 6.5108 -0.6097
*
```

These are the natural (NBO) partial charges, in e, on atoms 1 to 6: atom 1 (Cl): -0.3996, atom 2 (S): 2.5509, atom 3 (S): 2.5476, atom 4 (S): -0.7329, atom 5 (P): 0.4645, atom 6 (Al): 0.8299

=====

[3]
The following is a quantum chemistry calculation of C2H3ClO2S as an isolated structure, from the Open Molecules 2025 dataset.

Calculated values
**Relative energy (zero: lowest compared OMol25 entry of this formula, charge and spin)**: 166.29 kJ/mol
**Kohn-Sham gap (spin up / spin down)**: 7.9 / 7.9 eV

Structure (ORCA input):
```
! RIJCOSX wB97M-V def2-TZVPD def2/J DEFGRID3
* xyz 0 1
Cl -2.7572 -1.4990 0.2340
S -3.3613 0.4058 -0.4905
O -0.8772 1.8910 0.5544
O -3.9127 1.2765 0.5225
C -1.0721 1.2237 -0.4379
C -0.1227 0.3874 -1.2519
H 0.5645 0.9121 -1.9040
H -0.4448 -0.3042 -1.9679
H 0.5583 -0.0452 -0.5252
*
```

These are the natural (NBO) partial charges, in e, on atoms 1 to 6: atom 1 (Cl): -0.3021, atom 2 (S): 1.0354, atom 3 (O): -0.4586, atom 4 (O): -0.8613, atom 5 (C): 0.5755, atom 6 (C): -0.7700

=====

[4]
The following is a quantum chemistry calculation of a 15-piece molecular cluster, C45H120O15 overall, from the Open Molecules 2025 dataset.

Calculated values
**Relative energy (zero: lowest compared OMol25 entry of this formula, charge and spin)**: 381.49 kJ/mol
**Kohn-Sham gap**: 10.1 eV

Structure (ORCA input):
```
! RIJCOSX wB97M-V def2-TZVPD def2/J DEFGRID3
* xyz 0 1
O -0.7017 -5.1358 3.2767
O -2.4670 0.2816 5.1066
O -0.3073 -0.7239 1.5000
O 2.2555 3.3675 2.3644
O 2.6060 4.0492 -1.7502
O 0.7514 4.3892 0.1839
O 0.5098 -3.3505 1.2887
O -5.0863 -2.0076 -2.2942
O -4.8088 -0.0015 -0.0655
O -0.5698 -1.8278 -3.9948
O 3.4215 -2.1579 1.0832
O 3.7642 -1.3198 -2.1813
O -3.4510 -2.6520 -4.4441
O 4.3314 2.9422 0.5659
O -3.0416 -1.0792 1.8078
C 4.5955 -0.0268 1.5274
C -1.1034 3.7510 -1.1798
C -3.9065 -1.7725 -5.5466
C 5.2643 -0.0676 -3.4287
C 5.5262 3.5881 0.1186
C 2.9252 0.7611 -3.1353
C 2.8838 5.3527 -2.3063
C -4.9250 1.2778 -0.7661
C 0.1932 -5.0595 4.3934
C 1.3617 -3.2080 -3.8716
C 0.3054 -2.6936 -4.7982
C -6.3453 1.3825 -1.1430
C -1.3984 1.5812 3.3480
C -5.0567 -0.9117 3.1912
C 5.9506 3.0078 -1.2084
C -6.8402 -2.8849 -0.8516
C -4.1738 -1.8735 2.4175
C -4.4513 2.3760 0.2196
C -3.6716 -0.3120 -5.1811
C -0.0910 0.5371 5.4044
C -1.4947 5.1759 0.9807
C 2.4911 3.0529 3.7507
C -0.6348 -0.4011 -0.8759
C 0.8878 -1.9079 -5.9625
C 1.5830 6.0138 -2.7477
C 1.1334 -5.1489 -0.1378
C 1.4763 -5.8439 4.0604
C -4.7706 -4.2111 -1.3880
C -1.1153 -3.9359 -0.3512
C -5.7879 -3.2091 -1.8948
C 3.8550 3.4415 4.1410
C -3.7115 -2.9702 3.3809
C -0.6671 4.0514 0.2894
C 4.1053 -1.4191 2.1272
C 3.8261 5.1351 -3.4927
C 1.4376 3.7694 4.5936
C 3.3042 -1.2185 3.3978
C 1.0641 0.9607 0.4003
C 4.0906 0.0425 -2.5205
C -3.2552 -2.1534 -6.8129
C 0.5586 -3.6050 4.7746
C 6.5263 3.4803 1.2378
C -1.2875 0.4644 4.4187
C 0.3475 -3.8560 -0.0822
C -0.3101 0.2897 0.4989
H 1.5360 -1.2356 -5.4397
H 1.0114 6.3683 -1.8677
H -4.4540 -3.6828 3.4540
H -0.7892 0.3975 -1.6516
H 1.9018 -2.4098 -3.3397
H -3.5262 -0.5217 1.1209
H -2.2119 1.2526 2.6733
H -1.4970 6.0807 0.3804
H 1.8317 6.7428 -3.5233
H 1.4918 -2.5369 -6.5635
H 2.3521 -0.6750 3.1782
H -2.5236 4.8541 1.0648
H -0.7301 3.1376 0.8455
H 1.3598 -3.2763 4.1114
H -1.5237 -0.9728 -0.8632
H 1.7640 0.2078 0.0190
H 0.8915 -3.8510 -3.1822
H 5.9885 -0.7334 -2.9943
H -2.1800 -1.8423 -6.9304
H 3.7440 0.6351 1.4547
H -5.1816 2.6632 0.9982
H 1.6253 3.5665 5.6014
H 0.9076 -3.5539 5.7910
H -1.4394 -4.2593 -1.4165
H 1.8809 -5.4574 3.1219
H -1.0421 1.0723 0.7096
H 2.2025 -3.6204 -4.4279
H 0.9887 5.2284 -3.1187
H 1.9713 0.6278 -2.6185
H -4.3263 -0.1218 -4.2824
H 6.1179 3.9716 2.1918
H 4.9076 -0.4180 -4.3995
H -4.3201 -3.7059 -0.5401
H -6.5230 2.4415 -1.3939
H 1.4665 -5.2642 -1.1967
H 0.8486 0.6985 4.8681
H 0.8969 -3.1996 -0.7472
H -1.5509 -2.9693 -0.2360
H 5.6780 0.9769 -3.5469
H 5.3024 3.2814 -2.0257
H 2.2540 -5.8340 4.8644
H 1.2511 -6.9355 3.8390
H 1.2020 4.1474 1.0143
H 1.9282 -5.0067 0.5974
H -0.5020 3.0201 -1.7087
H 0.5065 -5.9860 0.2688
H -5.8289 -1.4451 3.7020
H 0.2189 -0.9892 -1.0637
H 0.0284 -1.4226 -6.5238
H -6.5995 0.8158 -2.0509
H -4.3607 -2.3267 -2.8446
H -7.3465 -3.7771 -0.5199
H 5.2665 0.3874 2.2348
H 4.0640 4.5079 4.0098
H -4.3060 1.3163 -1.6707
H 5.0310 -1.9025 2.3497
H 2.8287 0.4881 -4.2045
H 2.4425 1.9633 3.9157
H 6.9490 3.3908 -1.5570
H 4.3612 0.5461 -1.5066
H 3.8388 -1.4352 -1.2221
H 4.7078 4.5791 -3.2999
H 6.7252 2.3797 1.3930
H -4.7650 -2.3311 1.6173
H -1.0416 -0.4301 3.8220
H -2.7245 -3.4204 3.2647
H 7.5270 4.0088 1.0161
H 3.0376 3.2596 1.8368
H -0.9244 4.7608 -1.6388
H 4.5686 2.8360 3.5417
H -4.3500 3.3214 -0.3196
H -3.8198 -1.7922 -7.6848
H -4.9377 -1.9633 -5.6252
H -0.1550 1.2399 6.2168
H 6.0068 1.9381 -1.1617
H -5.5768 -0.1117 2.6125
H -2.5518 -2.4630 -4.1886
H -3.9662 0.3379 -6.0295
H 3.1046 1.8277 -3.1281
H -0.5741 -4.4493 2.6030
H 0.4586 3.2479 4.3519
H -4.4030 -0.4424 3.9663
H 1.3779 4.8572 4.3772
H 0.2331 -2.3388 1.3845
H -1.5815 2.6181 3.7010
H 1.4562 1.2573 1.3611
H -6.2973 -3.6656 -2.7455
H 3.1130 -2.2141 3.7584
H 3.2401 4.8547 -4.3730
H -1.0479 5.2896 1.9806
H -5.3980 -5.0608 -1.0610
H -1.2329 -0.8745 1.7532
H -7.7044 -2.3093 -1.1774
H -3.6130 -2.6156 4.3980
H -6.3973 -2.3008 -0.0194
H 3.9008 -0.6310 4.1468
H -0.3963 -3.4518 -5.0659
H 0.9898 1.7129 -0.3077
H 5.1198 -0.0934 0.5534
H -6.9499 1.2312 -0.2983
H -0.4102 -5.5034 5.0885
H -0.2760 -2.9161 4.6619
H -2.5292 0.7288 5.9857
H 1.7267 4.1096 -1.2632
H -0.5197 1.4886 2.7340
H 3.4316 5.9397 -1.5682
H 3.6842 2.8163 -0.1861
H -2.6721 -0.1287 -4.8940
H -1.5684 -4.5933 0.3282
H 4.2772 6.0987 -3.7533
H -0.0042 -0.4867 5.8471
H -4.9136 -0.6472 -0.7242
H -2.2048 3.4151 -1.1832
H -4.1016 -4.5277 -2.2023
H 2.5113 -2.4035 1.3163
H -3.5181 2.1170 0.6912
H 4.0569 3.2325 5.1566
H -0.1199 -1.7245 -3.1779
H -3.2641 -3.2399 -6.9062
H 5.2792 4.6302 -0.1211
*
```

These are the Löwdin partial charges, in e, on atoms 1 to 6: atom 1 (O): -0.0817, atom 2 (O): -0.0490, atom 3 (O): -0.0810, atom 4 (O): -0.0748, atom 5 (O): -0.1113, atom 6 (O): -0.0965

=====

Q: Which electronic energy values were calculated for the entries above? A: -320.93514 -3075.40571 -1086.78738 -2915.04370, in Eh.